No. 1
This record from the Open Molecules 2025 dataset describes a molecular structure, C26H23AsIN3PS4Tc in a non-equilibrium geometry. The level of theory is ωB97M-V with the def2-TZVPD basis set.

```
60
Properties=species:S:1:pos:R:3:forces:R:3:lowdin_charge:R:1
Tc -0.179729 0.155041 -0.491597 -0.16 0.35 -0.25 0.960
C -1.381687 1.372889 2.099405 0.02 0.08 -0.03 -0.118
C -1.785480 0.562733 0.936537 0.17 -0.10 -0.19 -0.392
C -1.854325 -0.826216 1.456934 -0.08 0.03 0.16 -0.154
C -1.483718 -0.807176 2.761341 -0.04 -0.01 0.01 -0.089
C -1.204378 0.559653 3.162745 0.01 0.00 0.00 -0.081
H -1.289522 2.449265 2.087574 0.01 0.00 0.00 0.110
H -2.636472 0.941574 0.379356 -0.11 -0.06 0.10 0.048
H -2.244949 -1.672961 0.914901 0.04 -0.03 -0.05 0.085
H -1.459102 -1.663267 3.421394 0.00 0.01 0.01 0.114
H -0.922141 0.866110 4.159368 0.00 0.00 0.00 0.116
S -0.436591 3.349050 -4.497923 0.19 -0.28 -1.19 0.286
As -0.231641 1.671937 -3.264866 -0.02 -0.72 1.95 -0.249
S 1.336659 1.377743 -1.780420 0.00 0.09 -0.07 0.186
S -1.802223 0.948188 -1.967198 -0.06 0.00 -0.10 0.233
S 0.037637 1.235906 -5.299734 -0.14 0.97 -0.60 0.252
I 3.619162 -0.817743 4.291327 0.00 0.00 0.01 0.958
C 2.640154 0.134121 2.756456 -0.01 0.01 0.00 -0.744
C 2.879261 1.391922 2.245151 -0.03 0.02 0.03 -0.090
N 2.004738 1.587184 1.246231 0.02 -0.02 -0.07 0.001
N 1.188922 0.527190 1.096206 0.08 -0.26 -0.04 -0.156
C 1.572081 -0.362807 2.008906 -0.05 0.04 0.06 -0.190
H 3.588170 2.152381 2.527546 0.01 -0.01 -0.01 0.140
H 1.900267 2.401503 0.661522 -0.02 0.02 0.04 0.122
H 1.048428 -1.295814 2.108699 0.03 -0.04 -0.02 0.091
N -0.053707 -1.460013 -0.935126 0.28 -0.13 0.42 -0.343
P 0.431610 -2.946670 -1.518802 -0.13 -0.10 -0.36 0.965
C 1.855322 -3.453264 -0.594724 0.00 0.02 0.07 -0.310
C 1.686292 -3.654083 0.779855 -0.01 -0.03 0.02 -0.095
C 2.765464 -4.042208 1.550855 0.01 0.00 0.00 -0.055
C 4.006667 -4.238300 0.952675 0.01 0.00 -0.01 -0.030
C 4.168804 -4.061804 -0.413885 0.00 0.00 0.02 -0.038
C 3.093749 -3.667703 -1.196852 0.01 0.00 -0.02 -0.051
C -0.921801 -4.065157 -1.271181 0.01 0.02 0.02 -0.332
C -2.234313 -3.602272 -1.386195 -0.01 0.00 -0.03 -0.086
C -3.283243 -4.496931 -1.265575 0.01 0.01 0.00 -0.044
C -3.021435 -5.843843 -1.040166 0.00 -0.01 0.00 -0.032
C -1.715714 -6.304329 -0.935772 -0.01 0.01 0.00 -0.039
C -0.657245 -5.416872 -1.049420 0.01 -0.01 0.04 -0.057
C 0.770992 -2.724679 -3.254579 -0.03 0.02 0.02 -0.296
C 0.014876 -3.412721 -4.203164 -0.03 -0.03 0.03 -0.044
C 0.271447 -3.225134 -5.553369 0.01 0.02 0.00 -0.038
C 1.282849 -2.364211 -5.953649 0.01 0.01 0.03 -0.046
C 2.040709 -1.677311 -5.008129 0.02 -0.02 0.04 -0.082
C 1.782058 -1.846220 -3.657526 0.05 0.05 -0.04 -0.120
H 0.708191 -3.534120 1.233731 -0.01 0.03 0.01 0.114
H 2.642172 -4.204421 2.613099 0.00 0.00 0.00 0.115
H 4.849754 -4.545595 1.556953 0.00 0.00 0.00 0.123
H 5.131170 -4.237796 -0.874249 0.00 0.00 0.00 0.122
H 3.220543 -3.548875 -2.264493 0.00 0.00 0.01 0.107
H -2.432290 -2.554141 -1.577875 -0.01 0.02 0.02 0.100
H -4.303530 -4.148246 -1.348203 0.00 0.00 0.00 0.120
H -3.843916 -6.540113 -0.945303 0.00 0.00 0.00 0.123
H -1.521749 -7.353553 -0.761193 0.00 0.00 0.00 0.122
H 0.361372 -5.774116 -0.958602 0.00 0.00 -0.01 0.119
H -0.767601 -4.092915 -3.892657 0.00 0.00 0.00 0.113
H -0.312226 -3.759408 -6.290154 0.00 0.00 0.00 0.123
H 1.492864 -2.233789 -7.007228 0.00 0.00 0.00 0.123
H 2.851379 -1.033666 -5.324191 -0.04 0.04 0.00 0.120
H 2.374130 -1.310189 -2.924766 -0.01 -0.01 0.00 0.090
```
Positions in Å, forces in eV/Å.

Output
**Highest occupied orbital energy**: -13.55 eV
**Charge**: +2
**LUMO energy**: -0.24930 hartree
**Energy relative to the best compared isomer or geometry (same formula, charge and spin)**: 55.2 kcal/mol
**E_tot**: -5716.68565 hartree
**Maximum force**: 2.08 eV Å⁻¹
**M**: 836.6 g/mol
**Kohn-Sham gap**: 6.76 eV

---

No. 2
This record from the Open Molecules 2025 dataset describes a single C9H9NO molecule in a non-equilibrium geometry. The level of theory is ωB97M-V with the def2-TZVPD basis set.

```
20
Properties=species:S:1:pos:R:3:forces:R:3:lowdin_charge:R:1
O 1.570916 2.545874 0.175962 -0.88 -4.98 -1.63 0.033
C 1.312790 1.331472 -0.145265 -1.31 4.60 2.01 -0.258
C 2.326111 0.232858 -0.253938 0.22 -3.10 0.19 -0.116
C 1.581970 -0.986631 0.417439 0.52 -3.79 1.59 -0.242
C 0.270547 -1.594074 -0.222478 -0.17 -0.33 3.56 -0.183
C -0.734775 -0.505067 -0.050100 3.72 3.51 -1.87 -0.273
C -2.010047 -0.777289 0.013044 -4.81 -3.52 -0.92 -0.137
N -3.127285 0.087327 0.123777 4.82 0.12 -0.63 0.088
C -2.627031 1.350789 0.058847 -2.20 0.38 -0.61 -0.135
C -1.304838 1.877612 -0.139812 -0.23 -8.19 0.73 0.024
C -0.269151 0.908098 -0.132893 -0.37 -0.72 -0.03 0.003
H 2.435734 -0.181317 -1.345465 0.34 1.42 1.78 0.157
H 3.312916 0.325807 0.397436 -1.95 0.52 -2.02 0.161
H 2.018948 -2.065693 0.385400 1.38 2.34 0.08 0.118
H 1.492894 -0.842192 1.592504 -0.35 0.03 -2.49 0.153
H -0.045991 -2.445183 0.608840 0.79 1.78 -2.39 0.165
H 0.399678 -2.101988 -1.215126 -0.11 0.85 0.80 0.129
H -2.086288 -1.979076 -0.269256 -1.09 3.04 1.32 0.169
H -3.495776 2.024717 0.017635 0.73 0.35 0.36 0.103
H -1.021321 2.793958 -0.016555 0.96 5.69 0.17 0.043
```
Positions in Å, forces in eV/Å.

Output
**SMILES string**: O=C1CCCc2cnccc21
**Highest occupied orbital energy**: -9.62 eV
**LUMO energy**: -0.02005 hartree
**Energy relative to the best compared isomer or geometry (same formula, charge and spin)**: 105.9 kcal/mol
**E_tot**: -478.20400 hartree
**Maximum force**: 8.22 eV Å⁻¹
**M**: 147.2 g/mol
**Kohn-Sham gap**: 9.07 eV

---

No. 3
This record from the Open Molecules 2025 dataset describes a single C6H14O molecule. The level of theory is ωB97M-V with the def2-TZVPD basis set.

```
21
Properties=species:S:1:pos:R:3:forces:R:3:lowdin_charge:R:1
C 2.695202 -1.006211 1.686540 -0.11 0.05 -0.05 -0.126
C 1.999817 0.315547 1.323497 0.22 -0.01 0.09 -0.261
C 1.030313 0.054969 0.159931 -0.04 -0.37 -0.05 -0.239
C -0.228223 0.913130 0.035967 -0.06 0.12 -0.03 -0.180
C -1.201285 0.159177 -0.856984 0.26 -0.17 0.05 -0.281
O -2.421134 0.838845 -0.996433 0.00 0.12 0.00 -0.182
C -3.329782 0.096387 -1.767403 -0.27 -0.11 -0.17 -0.128
H 3.495770 -0.939272 2.433400 -0.24 0.21 -0.12 0.068
H 3.125480 -1.450227 0.782103 -0.02 0.00 0.12 0.072
H 1.930016 -1.693369 2.061200 0.20 -0.07 0.00 0.070
H 1.478646 0.724300 2.197915 -0.08 -0.17 -0.12 0.103
H 2.750904 1.073202 1.062401 -0.18 -0.11 -0.11 0.104
H 1.590734 0.076961 -0.783874 -0.06 0.10 0.09 0.118
H 0.668717 -0.990465 0.223541 0.26 0.29 0.21 0.106
H -0.015558 1.902461 -0.386227 -0.02 -0.13 0.04 0.120
H -0.701328 1.077694 1.012421 0.12 -0.09 -0.09 0.119
H -0.734704 -0.015281 -1.843884 -0.13 0.06 0.08 0.131
H -1.379454 -0.838275 -0.415230 -0.03 0.14 -0.07 0.123
H -2.948451 -0.077687 -2.786059 -0.03 0.04 0.14 0.088
H -4.262073 0.663058 -1.830870 0.16 -0.06 0.02 0.088
H -3.543606 -0.884944 -1.311953 0.06 0.17 -0.03 0.088
```
Positions in Å, forces in eV/Å.

Output
**SMILES string**: CCCCCOC
**Highest occupied orbital energy**: -9.82 eV
**LUMO energy**: 0.04140 hartree
**Energy relative to the best compared isomer or geometry (same formula, charge and spin)**: 20.6 kcal/mol
**E_tot**: -312.22223 hartree
**Maximum force**: 0.44 eV Å⁻¹
**M**: 102.2 g/mol
**Kohn-Sham gap**: 10.95 eV

---

The highest maximum force belongs to which entry? C9H9NO